This record from the Open Molecules 2025 dataset describes a 40-piece molecular cluster, H80O40 overall at a distorted geometry. The level of theory is the ωB97M-V functional and the def2-TZVPD basis.

The geometry in XYZ format:
```
120
Properties=species:S:1:pos:R:3:lowdin_charge:R:1
H -1.3647 -4.3739 4.2367 0.05
H -1.1372 -3.7715 2.7940 -0.02
O -1.2286 -4.5814 3.3158 -0.06
H -2.8167 1.1863 -2.2074 0.03
H -4.0102 0.0697 -1.9699 0.01
O -3.6749 0.9436 -1.8356 -0.07
H -0.3601 5.2045 -1.3429 0.00
H 0.6925 5.7657 -0.4111 -0.02
O -0.1101 6.0077 -0.8916 -0.06
H -5.0204 -2.5394 2.0654 0.02
H -4.8442 -1.0375 2.6534 0.01
O -4.4720 -1.8971 2.4918 -0.05
H -0.6198 -1.5894 -1.6638 0.00
H -1.4875 -2.6665 -2.4885 0.02
O -0.6783 -2.1515 -2.4364 -0.06
H 2.3650 -4.1036 -4.3389 0.05
O 1.7971 -4.7993 -3.9980 -0.04
H 0.5740 6.4782 2.1621 0.02
O 1.4351 6.5446 1.7627 -0.06
H -0.9163 -4.6480 0.5258 0.03
H -0.9277 -3.4661 -0.3988 0.00
O -0.3848 -3.8896 0.2706 -0.04
H 4.4566 -1.0640 2.9959 0.08
H 4.0885 0.2062 3.5881 0.04
O 4.4121 -0.1284 2.7411 -0.05
H -0.9572 3.5241 0.8798 0.05
H -0.4440 2.4507 0.2510 0.05
O -0.2688 2.8725 1.1145 -0.05
H 1.8338 -4.0835 -1.9984 0.03
H 1.2162 -2.7571 -2.2069 0.01
O 2.0147 -3.1538 -1.8102 -0.07
H 3.2269 2.1294 -2.0251 0.04
O 2.9241 2.0097 -2.9279 -0.04
H 5.1022 -0.2421 -3.7276 0.03
H 3.8888 0.2232 -2.8633 -0.01
O 4.3331 -0.5334 -3.2478 -0.04
H -2.7803 -4.4887 -3.8373 0.03
H -1.5331 -4.1958 -4.7516 0.05
O -2.0316 -3.9282 -3.9777 -0.03
H -2.4055 -1.6217 0.3165 0.05
H -1.1774 -0.8306 0.4125 0.02
O -1.5217 -1.6217 -0.0730 -0.08
H 5.8784 0.6770 1.4274 0.00
H 5.7200 -0.3224 0.3354 0.04
O 5.8249 0.6284 0.4738 -0.06
H 2.0566 -0.1404 4.8240 0.07
H 0.8586 0.0896 3.8793 0.04
O 1.8051 -0.1182 3.8928 -0.06
H 3.0385 3.0329 3.6649 0.00
H 2.1175 1.8408 3.0272 0.02
O 2.9240 2.3551 3.0048 -0.04
H 3.2756 0.4570 1.4095 0.02
O 2.6527 0.8093 0.7498 -0.04
H -0.9725 -1.1539 2.8098 0.02
H -2.2516 -2.0753 2.3429 0.01
O -1.5579 -1.9120 2.9840 -0.07
H -1.0967 0.8177 1.3228 0.02
O -0.5170 0.1397 1.7040 -0.08
H 1.4895 0.5566 -5.0511 0.06
H 0.3033 0.0200 -4.6106 0.02
O 1.0541 0.4746 -4.1903 -0.06
H 1.4119 0.5321 -0.3121 0.01
H 0.8920 -0.7652 -0.6069 0.07
O 0.5600 0.1509 -0.6361 -0.06
H -0.5403 2.3695 5.1737 0.05
H 0.0982 1.2189 6.0604 0.05
O 0.2042 1.7685 5.2799 -0.04
H -5.4475 2.7858 -0.4000 0.04
H -4.2841 3.0534 -1.3372 0.01
O -4.5016 2.9452 -0.4217 -0.05
H -1.1610 -0.5422 -2.9807 0.00
H -0.4860 0.8138 -3.3441 0.02
O -1.3554 0.3991 -3.1821 -0.08
H -3.4279 1.0720 1.8467 0.04
H -3.3124 0.8575 0.1803 0.02
O -2.9244 0.8589 1.0646 -0.04
H 4.7931 -4.1077 -1.7264 0.02
H 3.9938 -2.8141 -1.6875 -0.01
O 4.8402 -3.2059 -1.3966 -0.09
H 2.6059 3.5105 0.1427 0.01
H 3.2348 4.8169 0.2320 0.07
O 2.3590 4.4249 0.2944 -0.03
H 1.1128 -1.2200 -6.5616 0.03
H 0.1750 -1.8151 -5.5383 0.02
O 0.9128 -2.0389 -6.1171 -0.03
H 3.2741 4.6941 4.0231 0.05
H 1.8234 4.2506 4.2759 0.05
O 2.3594 4.9443 3.8738 -0.03
H -4.5009 -3.5199 -1.4245 0.08
O -4.1135 -3.8041 -2.2735 -0.05
H -2.8626 -0.0145 4.4766 0.04
H -4.3451 0.3046 4.9034 0.05
O -3.7430 0.2100 4.1634 -0.03
H 3.0580 1.6562 0.5445 0.03
H 1.0567 -4.8341 -4.6075 0.03
H 0.2899 0.1552 1.1912 0.02
H 1.8083 5.6886 2.0338 -0.01
H 3.2029 2.7073 -3.5242 0.05
H -4.9892 -3.8294 -2.6864 0.08
O 2.5112 -2.9596 1.9988 -0.05
H 2.2605 -2.5588 2.8399 -0.01
H 1.8199 -3.2620 1.4062 0.01
O -3.5158 -4.3855 1.6623 -0.06
H -2.5713 -4.5087 1.8196 -0.01
H -3.8806 -4.9051 2.3861 0.05
O 0.8442 -2.5450 4.1989 -0.08
H 0.3542 -2.4908 3.3702 0.00
H 1.4954 -1.8237 4.2852 0.00
O 1.4096 4.7053 -3.0357 -0.05
H 2.3708 4.6144 -2.9869 0.02
H 1.1912 3.8570 -2.6210 0.02
O -3.8174 -1.5343 -3.2615 -0.07
H -3.5124 -2.1523 -2.5601 0.01
H -3.1550 -1.4205 -3.9455 0.04
O -4.4231 1.9967 -4.3248 -0.05
H -5.1212 1.3741 -4.1301 0.03
H -3.5919 1.5225 -4.4043 0.01
O -2.0278 4.0968 2.9726 -0.04
H -1.1491 4.2892 2.6571 0.00
H -2.6826 4.7698 3.1087 0.04
```

Output
orbital gap	9.4	eV
total charge	0
lowest unoccupied orbital energy	-0.4028	eV

This record from the Open Molecules 2025 dataset describes C37H70CrN7O3 as an isolated structure at a distorted geometry. The level of theory is the ωB97M-V functional and the def2-TZVPD basis.

The geometry in XYZ format:
```
118
Properties=species:S:1:pos:R:3:lowdin_charge:R:1
Cr 17.7698 6.4322 -28.7965 0.98
C 16.1010 9.5591 -31.1036 -0.08
C 17.5021 9.3224 -30.6393 -0.58
C 18.1612 10.5314 -29.9026 -0.02
O 17.6712 8.1522 -29.9160 -0.35
H 15.7286 8.7584 -31.7424 0.05
H 16.0695 10.4295 -31.7590 0.05
H 15.3657 9.7208 -30.3154 0.07
H 18.0336 9.1722 -31.5790 0.10
H 18.2392 11.3957 -30.5621 0.04
H 19.1671 10.3445 -29.5267 0.06
H 17.5196 10.8730 -29.0904 0.04
C 14.6317 3.5589 -29.8463 -0.09
C 15.4303 4.5986 -30.6175 -0.61
C 14.3742 5.3574 -31.4756 -0.07
O 16.2315 5.3823 -29.8139 -0.36
H 14.2228 2.8192 -30.5346 0.06
H 13.7948 4.0179 -29.3199 0.07
H 15.1871 2.9143 -29.1651 0.06
H 16.0757 4.1036 -31.3431 0.11
H 14.9413 6.0340 -32.1148 0.04
H 13.7570 5.9384 -30.7902 0.06
H 13.6929 4.7335 -32.0541 0.07
C 19.7469 8.9117 -26.1282 -0.08
C 20.1807 7.5052 -26.5596 -0.57
C 20.5000 6.6741 -25.3022 -0.08
O 19.2993 6.9285 -27.5117 -0.39
H 19.8576 9.5295 -27.0195 0.05
H 20.3251 9.3069 -25.2930 0.06
H 18.7090 9.0312 -25.8174 0.07
H 21.1320 7.6642 -27.0676 0.10
H 19.6500 6.3382 -24.7082 0.07
H 21.0802 7.2055 -24.5479 0.06
H 21.0300 5.7695 -25.6004 0.06
C 12.2680 11.7671 -34.2452 -0.10
C 13.6680 11.9037 -33.6133 -0.25
C 14.4759 13.1252 -34.1682 -0.20
C 14.4872 13.2720 -35.6486 -0.21
N 14.4625 13.3343 -36.8475 0.11
H 11.8200 10.8367 -33.8963 0.04
H 12.3057 11.6016 -35.3219 0.07
H 11.6480 12.6475 -34.0760 0.07
H 14.2750 11.0283 -33.8442 0.07
H 13.6070 11.9834 -32.5279 0.10
H 15.4845 13.0757 -33.7578 0.08
H 13.9568 14.0246 -33.8369 0.11
C 10.1934 8.8058 -32.2902 -0.11
C 11.2313 8.2933 -31.2719 -0.22
C 12.7323 8.6450 -31.5599 -0.17
C 13.1497 8.4054 -32.9495 -0.24
N 13.5136 8.2283 -34.0317 0.18
H 9.1866 8.5060 -31.9993 0.06
H 10.3334 8.4954 -33.3256 0.07
H 10.1778 9.8953 -32.2608 0.06
H 11.1642 7.2169 -31.1138 0.10
H 10.9172 8.7143 -30.3168 0.10
H 13.3432 8.0156 -30.9128 0.09
H 13.0248 9.6647 -31.3096 0.10
C 17.0056 5.6683 -36.0305 -0.11
C 16.6574 6.9683 -35.3078 -0.24
C 17.1070 7.0157 -33.8093 -0.16
C 18.5530 6.9062 -33.6103 -0.21
N 19.7119 6.8809 -33.4981 0.17
H 16.3830 4.8777 -35.6117 0.07
H 18.0699 5.4333 -36.0192 0.07
H 16.6889 5.8595 -37.0558 0.07
H 15.5788 7.0794 -35.4183 0.08
H 17.1625 7.7619 -35.8585 0.10
H 16.7940 6.1020 -33.3040 0.11
H 16.7518 7.9411 -33.3559 0.08
C 15.5014 12.3018 -28.1339 -0.11
C 16.5818 12.7088 -27.0912 -0.21
C 15.9456 13.1970 -25.7365 -0.18
C 15.0014 12.2397 -25.1104 -0.24
N 14.2847 11.4518 -24.6708 0.13
H 15.0180 11.3976 -27.7642 0.08
H 15.7940 12.2160 -29.1804 0.05
H 14.6923 13.0221 -28.2544 0.07
H 17.1760 13.5546 -27.4371 0.09
H 17.2337 11.8418 -26.9844 0.10
H 15.4326 14.1587 -25.7460 0.11
H 16.7158 13.2899 -24.9708 0.11
C 19.0652 15.6423 -30.4228 -0.08
C 18.8970 14.1026 -30.6983 -0.24
C 18.7149 13.7644 -32.1772 -0.20
C 19.8587 14.0455 -33.0711 -0.22
N 20.7732 14.2627 -33.7596 0.14
H 18.3497 16.2276 -31.0005 0.07
H 20.0467 15.9310 -30.7989 0.07
H 18.9376 15.9102 -29.3740 0.06
H 17.9701 13.7299 -30.2623 0.09
H 19.6776 13.4516 -30.3046 0.10
H 17.8282 14.2170 -32.6210 0.11
H 18.5374 12.6922 -32.2600 0.08
C 19.9318 10.3886 -36.8509 -0.10
C 20.3690 11.1313 -35.5671 -0.24
C 19.6206 10.5521 -34.3614 -0.19
C 18.1446 10.7090 -34.3557 -0.19
N 16.9914 10.8250 -34.3144 0.19
H 18.8547 10.4649 -36.9998 0.06
H 20.1502 9.3209 -36.8315 0.07
H 20.3396 10.7954 -37.7763 0.06
H 20.2192 12.2109 -35.5755 0.09
H 21.4292 10.9602 -35.3804 0.11
H 20.0072 11.0063 -33.4490 0.08
H 19.8291 9.4822 -34.3624 0.09
C 22.2436 7.9376 -31.6452 -0.11
C 21.6037 8.3767 -30.3385 -0.26
C 22.1325 9.6449 -29.7577 -0.19
C 21.9643 10.7610 -30.7184 -0.22
N 21.8760 11.6158 -31.4567 0.16
H 23.3238 7.8012 -31.5935 0.07
H 21.9472 8.5856 -32.4701 0.06
H 21.8539 6.9622 -31.9366 0.05
H 21.7824 7.6019 -29.5929 0.11
H 20.5198 8.4358 -30.4372 0.11
H 23.2032 9.5982 -29.5593 0.12
H 21.6159 9.8846 -28.8283 0.10
```

Output
multiplicity	5
orbital gap (spin up / spin down)	7.1 / 7.3	eV
total charge	-1
lowest unoccupied orbital energy (spin up / spin down)	2.0058 / 2.0052	eV

This record from the Open Molecules 2025 dataset describes C24H31CuNSSb2 as an isolated structure. The level of theory is the ωB97M-V functional and the def2-TZVPD basis.

The geometry in XYZ format:
```
60
Properties=species:S:1:pos:R:3:lowdin_charge:R:1
Cu 0.1893 -0.5417 0.9888 0.19
C -0.9930 -3.1629 -1.1086 -0.31
Sb -1.8691 -1.8278 0.3202 1.35
C -2.9761 -3.3133 1.3798 -0.30
C -3.4347 -1.0463 -0.9895 -0.28
C -4.5820 -0.3723 -0.2845 -0.28
C -5.4407 -1.2235 0.4221 -0.08
C -6.5034 -0.7522 1.1657 -0.08
C -6.7450 0.6116 1.2171 -0.07
C -5.9563 1.4620 0.4699 -0.06
C -4.8818 1.0047 -0.3038 -0.30
C -4.1860 2.0357 -1.1283 -0.34
Sb -2.8437 3.3678 0.0235 1.31
C -2.5718 2.1071 1.7741 -0.33
C -1.0674 2.5760 -0.9422 -0.37
H -0.4374 -2.6020 -1.8584 0.01
H -1.7645 -3.7533 -1.6000 0.02
H -0.3060 -3.8322 -0.5930 0.01
H -3.5442 -3.9056 0.6655 0.02
H -3.6496 -2.8490 2.0960 0.01
H -2.2787 -3.9583 1.9107 0.01
H -3.7916 -1.9528 -1.4795 0.07
H -2.9435 -0.4230 -1.7340 0.05
H -5.2585 -2.2913 0.3759 0.09
H -7.1391 -1.4444 1.7014 0.11
H -7.5529 1.0050 1.8193 0.11
H -6.1665 2.5262 0.4691 0.12
H -4.9313 2.7139 -1.5400 0.05
H -3.6155 1.6220 -1.9568 0.04
H -2.8897 2.6462 2.6640 -0.01
H -1.5113 1.8673 1.8695 -0.02
H -3.1582 1.1931 1.6880 -0.02
H -0.8702 3.0922 -1.8812 0.00
H -1.1885 1.5104 -1.1443 -0.02
H -0.2313 2.7220 -0.2641 -0.02
N 1.9593 0.1186 0.5067 -0.42
S 3.3846 0.4355 1.1840 1.08
C 4.1665 1.6785 0.1265 -0.40
C 3.3946 2.3805 -0.7815 -0.08
C 4.0018 3.3147 -1.6094 -0.06
C 5.3622 3.5569 -1.4976 -0.06
C 6.1169 2.8760 -0.5516 -0.06
C 5.5234 1.9303 0.2688 -0.08
C 4.4132 -0.9755 0.7186 -0.40
C 4.6247 -1.2550 -0.6241 -0.08
C 5.2178 -2.4552 -0.9738 -0.06
C 5.5996 -3.3554 0.0145 -0.06
C 5.4236 -3.0452 1.3538 -0.06
C 4.8148 -1.8505 1.7144 -0.08
H 2.0802 -0.0846 -0.4830 0.00
H 2.3318 2.2024 -0.8443 0.09
H 3.4047 3.8500 -2.3350 0.11
H 5.8362 4.2774 -2.1501 0.11
H 7.1740 3.0786 -0.4486 0.11
H 6.1155 1.3916 0.9985 0.12
H 4.3305 -0.5441 -1.3878 0.12
H 5.3765 -2.6945 -2.0165 0.11
H 6.0446 -4.3002 -0.2666 0.11
H 5.7479 -3.7395 2.1167 0.11
H 4.6450 -1.6029 2.7548 0.11
```

Output
orbital gap	8.0	eV
total charge	+1
lowest unoccupied orbital energy	-2.3720	eV

This record from the Open Molecules 2025 dataset describes a 2-piece molecular cluster, C6H14N2O2 overall. The level of theory is the ωB97M-V functional and the def2-TZVPD basis.

The geometry in XYZ format:
```
24
Properties=species:S:1:pos:R:3:lowdin_charge:R:1
H -2.0344 -1.1700 -2.0788 0.07
N -1.1057 -1.2419 -1.6664 0.16
C -0.9808 -2.1437 -0.7909 -0.42
N -1.9067 -3.0420 -0.3426 0.15
C 0.3487 -2.3046 -0.1000 -0.50
O 0.4631 -2.8675 0.9607 0.11
O 1.3582 -1.7836 -0.7688 0.13
H -2.8710 -2.9300 -0.5832 0.10
H -1.6724 -3.5710 0.4795 0.09
H 2.1875 -1.8919 -0.2773 0.14
C 1.7600 1.7332 -0.2343 -0.09
C 0.3231 1.3423 0.0986 -0.50
C 0.2369 0.7787 1.5146 -0.09
C -0.6011 2.5487 -0.0421 -0.09
H 1.8247 2.1121 -1.2542 0.08
H 2.1107 2.5089 0.4483 0.08
H 2.4222 0.8720 -0.1493 0.06
H -0.0006 0.5743 -0.6106 0.09
H 0.8462 -0.1180 1.6305 0.06
H 0.5804 1.5206 2.2354 0.08
H -0.7910 0.5188 1.7611 0.08
H -0.5394 2.9627 -1.0446 0.07
H -1.6340 2.2664 0.1467 0.07
H -0.3245 3.3256 0.6678 0.08
```

Output
orbital gap	10.6	eV
total charge	0
lowest unoccupied orbital energy	0.7416	eV

This record from the Open Molecules 2025 dataset describes an isolated ion of composition C11H17N2O2 and charge +1 at a distorted geometry. The level of theory is the ωB97M-V functional and the def2-TZVPD basis.

The geometry in XYZ format:
```
32
Properties=species:S:1:pos:R:3:lowdin_charge:R:1
C -2.4522 0.8727 1.1561 -0.04
C -1.3950 1.0382 2.2504 -0.08
C -0.3454 -0.0844 2.1212 -0.32
C 1.1254 -0.1003 2.5907 0.04
N 0.7137 -0.2291 1.2624 0.00
C 0.9041 -0.0347 -0.0582 -0.15
C 0.0106 -0.7800 -0.7508 -0.17
C 0.0532 -0.7527 -2.2468 -0.12
C 1.4717 -0.3348 -2.6987 -0.14
C 1.9754 0.9399 -1.9664 -0.18
C 2.1249 0.6674 -0.4699 -0.09
O -0.8995 -1.6199 -0.1636 0.16
C -1.1550 -2.0129 1.0698 -0.34
N -1.6992 -3.2415 1.0843 0.27
O -0.9993 -1.3822 2.2029 0.15
H -2.8269 -0.0473 0.9809 0.04
H -1.9665 1.3366 0.2436 0.11
H -3.1926 1.5625 1.4485 0.08
H -1.9868 0.8172 3.0438 0.09
H -0.7925 1.8938 2.2868 0.12
H 1.4670 0.9306 2.9998 0.15
H 1.4965 -0.9225 3.2563 0.14
H -0.1586 -1.6243 -2.7028 0.07
H -0.8925 -0.1632 -2.5451 0.16
H 2.0414 -1.3133 -2.4679 0.16
H 1.4708 0.0525 -3.7493 0.13
H 1.4643 1.9300 -2.1941 0.15
H 2.9452 1.2411 -2.2578 0.09
H 2.1537 1.5990 -0.0563 0.10
H 2.9376 0.0360 -0.3651 0.12
H -1.6431 -3.6184 1.9857 0.12
H -1.5209 -3.8104 0.2448 0.17
```

Output
orbital gap	8.6	eV
total charge	+1
lowest unoccupied orbital energy	-3.0629	eV

This record from the Open Molecules 2025 dataset describes a 2-piece molecular cluster, C5H8NP overall at a distorted geometry. The level of theory is the ωB97M-V functional and the def2-TZVPD basis.

The geometry in XYZ format:
```
15
Properties=species:S:1:pos:R:3:lowdin_charge:R:1
C 1.5261 -0.7394 -2.2284 -0.15
C 1.5589 0.2422 -1.1539 -0.17
C 1.6001 1.2016 -0.3877 -0.27
N 1.7805 1.9232 0.7509 0.00
H 1.9489 -0.2515 -3.1871 0.10
H 2.0814 -1.6221 -1.7543 0.09
H 0.4405 -1.0332 -2.5178 0.09
H 1.9400 1.1528 1.4494 0.03
H 0.8049 2.2465 0.8018 0.08
C -2.8344 -0.4747 1.2299 -0.21
C -1.4518 -0.6236 1.5753 -0.68
P 0.0898 -0.5961 1.7543 0.85
H -3.3066 -1.4159 1.6740 0.10
H -3.3044 0.3595 1.8028 0.09
H -2.8739 -0.3693 0.1910 0.05
```

Output
orbital gap	9.2	eV
total charge	0
lowest unoccupied orbital energy	0.7379	eV

This record from the Open Molecules 2025 dataset describes C7H12O2S as an isolated structure at a distorted geometry. The level of theory is the ωB97M-V functional and the def2-TZVPD basis.

The geometry in XYZ format:
```
22
Properties=species:S:1:pos:R:3:lowdin_charge:R:1
C -1.0672 0.1085 -0.0124 -0.12
C -2.1964 0.6593 -0.4157 -0.47
C 2.6008 0.0683 0.1340 -0.53
C -1.4318 -1.0715 0.8938 -0.18
C -2.9373 -1.0155 0.8271 -0.16
C 3.2430 0.1519 1.4389 -0.17
C 0.9243 0.5501 -2.0181 -0.35
O -2.3191 1.6830 -1.2657 0.13
O -3.3816 0.1139 -0.0058 0.00
S 1.2300 0.8798 -0.2710 0.93
H 3.0805 -0.5006 -0.5901 0.04
H -0.9177 -2.0506 0.6932 0.11
H -1.1227 -0.7894 2.0185 0.14
H -3.3828 -1.9419 0.2779 0.14
H -3.6489 -1.0542 1.6217 0.10
H 4.1946 0.5567 1.3304 0.05
H 2.7182 0.8347 1.9821 0.03
H 3.3985 -0.8316 1.9458 0.10
H 1.9437 0.4952 -2.5220 0.07
H 0.2198 -0.2982 -2.1294 0.05
H 0.3578 1.4269 -2.4592 0.05
H -1.5058 2.0253 -1.4740 0.04
```

Output
multiplicity	3
orbital gap (spin up / spin down)	6.6 / 6.8	eV
total charge	0
lowest unoccupied orbital energy (spin up / spin down)	0.7734 / -0.8809	eV

> Among the records above, which one has the lowest total charge?

C37H70CrN7O3

> What is the formula in the seventh record?

C7H12O2S